(1)
Here is a structure of composition C32H44BF2N3ORuSi2 at a distorted geometry from the OMol25 dataset. Energies are from ωB97M-V/def2-TZVPD.

Output
energy relative to the best compared isomer or geometry (same formula, charge and spin): 64.3 kJ/mol
⟨S²⟩: 0.97
highest occupied orbital energy (alpha / beta): -3.5 / -3.0 eV

```
! wB97M-V def2-TZVPD RIJCOSX def2/J DEFGRID3
* xyz -1 2
Ru 0.232 0.981 -0.138
C -2.489 1.919 -1.595
Si -2.776 1.903 0.295
C -3.291 0.145 0.768
C -4.273 3.032 0.643
C -1.183 2.489 1.032
C -0.587 3.614 0.292
C -0.984 4.942 0.378
C -0.349 5.902 -0.399
C 0.650 5.481 -1.274
C 0.999 4.148 -1.301
N 0.424 3.229 -0.522
Si -0.386 2.245 2.684
C 1.498 2.401 2.416
C -0.865 3.568 3.970
C -0.697 0.551 3.463
H -3.313 1.473 -2.156
H -1.572 1.355 -1.819
H -2.337 2.942 -1.952
H -4.278 -0.088 0.359
H -3.334 0.005 1.849
H -2.578 -0.580 0.373
H -5.141 2.705 0.064
H -4.067 4.073 0.383
H -4.543 3.000 1.701
H -1.785 5.216 1.052
H -0.624 6.945 -0.324
H 1.147 6.194 -1.919
H 1.769 3.778 -1.968
H 1.753 3.402 2.058
H 1.819 1.683 1.651
H 2.070 2.203 3.326
H -0.714 4.577 3.578
H -0.258 3.463 4.874
H -1.915 3.474 4.254
H -0.125 -0.197 2.914
H -1.748 0.259 3.425
H -0.377 0.539 4.508
C 4.442 1.544 -1.251
N 4.024 0.810 -2.434
C 4.833 -0.357 -2.741
C 2.686 0.823 -2.749
O 1.829 1.257 -1.990
N 2.369 0.314 -3.992
C 3.158 0.695 -5.149
C 0.958 0.110 -4.259
H 5.333 2.133 -1.484
H 4.664 0.870 -0.421
H 3.639 2.209 -0.942
H 5.022 -0.930 -1.829
H 5.793 -0.061 -3.175
H 4.307 -0.997 -3.444
H 4.103 1.127 -4.833
H 2.623 1.439 -5.750
H 3.361 -0.172 -5.785
H 0.456 -0.151 -3.331
H 0.848 -0.710 -4.970
H 0.486 1.009 -4.671
F 2.732 -0.400 0.270
B 1.622 -0.833 -0.414
F 1.973 -1.477 -1.570
C 0.269 -1.081 0.294
C -0.340 -2.160 0.560
C -0.827 -3.375 0.915
C -0.213 -3.984 2.121
C 0.321 -5.279 2.083
C 0.906 -5.841 3.207
C 0.976 -5.127 4.395
C 0.505 -3.822 4.429
C -0.075 -3.256 3.306
C -1.797 -4.078 0.092
C -2.190 -3.557 -1.157
C -3.085 -4.228 -1.967
C -3.626 -5.447 -1.575
C -3.271 -5.966 -0.336
C -2.388 -5.293 0.489
H 0.280 -5.833 1.154
H 1.312 -6.845 3.154
H 1.396 -5.580 5.285
H 0.591 -3.240 5.340
H -0.450 -2.242 3.335
H -1.775 -2.608 -1.472
H -3.370 -3.793 -2.919
H -4.324 -5.973 -2.214
H -3.699 -6.906 -0.007
H -2.155 -5.704 1.461
*
```

(2)
Here is a structure of composition C32H44BN7NiS4 from the OMol25 dataset. Energies are from ωB97M-V/def2-TZVPD.

Output
energy relative to the best compared isomer or geometry (same formula, charge and spin): 0.0 kJ/mol
⟨S²⟩: 2.04
highest occupied orbital energy (alpha / beta): -12.9 / -13.3 eV

```
! wB97M-V def2-TZVPD RIJCOSX def2/J DEFGRID3
* xyz 2 3
Ni -2.134 0.155 -2.327
C -3.760 -4.066 0.195
C -2.550 -3.244 0.488
C -1.671 -3.542 1.496
C -0.556 -2.719 1.743
N -0.332 -1.640 1.013
N -1.167 -1.358 0.024
B -1.030 0.062 -0.648
N 0.368 0.512 -1.094
N 1.456 -0.100 -0.616
C 2.624 0.421 -0.896
C 2.732 1.620 -1.647
C 1.625 2.244 -2.136
C 1.672 3.501 -2.942
C 0.385 1.606 -1.875
S -1.112 2.144 -2.500
C 3.831 -0.304 -0.320
C 3.847 -0.047 1.191
C 5.144 0.202 -0.918
C 3.695 -1.801 -0.619
N -1.641 1.085 0.362
N -0.715 1.483 1.244
C -1.056 2.345 2.167
C -2.392 2.800 2.267
C -3.343 2.391 1.377
C -4.756 2.870 1.431
C -2.912 1.498 0.355
S -4.005 1.032 -0.909
C 0.023 2.828 3.116
C -0.002 4.361 3.168
C 1.399 2.362 2.647
C -0.276 2.256 4.508
C -2.251 -2.089 -0.262
S -3.288 -1.533 -1.525
C 0.449 -2.985 2.854
C 1.806 -3.265 2.209
C 0.525 -1.728 3.728
C 0.049 -4.181 3.714
H -3.768 -4.960 0.812
H -3.789 -4.361 -0.854
H -4.667 -3.494 0.397
H -1.838 -4.416 2.109
H 3.705 2.046 -1.834
H 2.682 3.901 -2.971
H 1.004 4.255 -2.523
H 1.337 3.311 -3.963
H 4.121 0.986 1.407
H 4.579 -0.695 1.671
H 2.872 -0.235 1.634
H 5.338 1.246 -0.675
H 5.174 0.079 -2.001
H 5.967 -0.378 -0.502
H 2.728 -2.187 -0.304
H 4.475 -2.350 -0.093
H 3.809 -1.994 -1.686
H -2.660 3.489 3.055
H -4.914 3.484 2.313
H -5.451 2.031 1.451
H -4.991 3.464 0.547
H 0.120 4.796 2.175
H 0.822 4.710 3.789
H -0.919 4.750 3.605
H 1.647 2.780 1.671
H 1.457 1.279 2.568
H 2.149 2.698 3.361
H -1.250 2.576 4.878
H 0.475 2.605 5.214
H -0.253 1.166 4.500
H 2.107 -2.447 1.565
H 1.777 -4.177 1.612
H 2.558 -3.395 2.985
H 0.836 -0.867 3.140
H 1.248 -1.880 4.528
H -0.441 -1.508 4.185
H -0.026 -5.099 3.134
H -0.892 -4.016 4.239
H 0.816 -4.341 4.470
S -0.630 -1.065 -3.752
C -1.206 -0.806 -5.339
N -0.410 -1.195 -6.366
C -0.725 -1.077 -7.675
C -1.913 -0.520 -8.042
C -2.781 -0.091 -7.023
C -2.439 -0.233 -5.704
H 0.480 -1.611 -6.112
H 0.013 -1.444 -8.373
H -2.167 -0.421 -9.084
H -3.732 0.351 -7.283
H -3.116 0.082 -4.922
*
```

(3)
Here is a structure of composition C32H44BrN3P2PtS at a distorted geometry from the OMol25 dataset. Energies are from ωB97M-V/def2-TZVPD.

Output
energy relative to the best compared isomer or geometry (same formula, charge and spin): 0.0 kJ/mol
⟨S²⟩: 2.04
highest occupied orbital energy (alpha / beta): -12.9 / -13.1 eV

```
! wB97M-V def2-TZVPD RIJCOSX def2/J DEFGRID3
* xyz 2 3
C -0.018 6.664 -3.852
C -0.111 5.302 -4.233
C -0.512 5.042 -5.563
C -0.778 6.127 -6.426
N -0.680 7.396 -6.036
C -0.305 7.670 -4.790
C 0.086 4.248 -3.257
C 0.133 3.713 -2.155
C -0.207 3.122 -0.948
C 0.640 3.183 0.181
C 0.554 2.135 1.099
C -0.434 1.181 0.811
C -1.562 1.394 -0.010
C -1.386 2.345 -1.004
Pt -0.219 -0.761 1.069
P 1.995 -1.376 0.913
H -0.669 4.023 -5.928
H 0.226 6.952 -2.827
H -1.085 5.964 -7.466
H -0.232 8.730 -4.520
H -2.084 2.466 -1.843
H 1.374 3.980 0.293
H -2.466 0.807 0.111
H 1.237 2.011 1.930
C 2.543 -2.971 1.697
C 3.601 -3.810 0.985
H 1.631 -3.571 1.842
H 2.889 -2.722 2.715
H 3.821 -4.687 1.609
H 3.241 -4.186 0.019
H 4.543 -3.270 0.836
C 2.295 -1.482 -0.883
C 3.377 -0.599 -1.490
H 1.330 -1.215 -1.345
H 2.478 -2.540 -1.115
H 3.311 -0.679 -2.584
H 3.237 0.458 -1.234
H 4.383 -0.915 -1.195
C 3.108 -0.144 1.687
C 4.596 -0.514 1.787
H 2.704 0.033 2.696
H 2.989 0.805 1.146
H 5.163 0.374 2.095
H 4.775 -1.290 2.541
H 5.025 -0.851 0.836
Br -0.504 -2.628 2.793
P -1.900 -3.293 -1.364
C -0.121 -3.654 -1.193
C 0.256 -5.071 -1.641
H 0.151 -3.461 -0.141
H 0.390 -2.928 -1.843
H 1.333 -5.130 -1.838
H 0.001 -5.811 -0.873
H -0.268 -5.340 -2.567
C -2.709 -3.055 0.231
C -4.030 -3.853 0.303
H -2.892 -1.972 0.312
H -2.038 -3.338 1.060
H -4.367 -3.966 1.345
H -4.830 -3.342 -0.262
H -3.902 -4.860 -0.125
C -2.004 -1.664 -2.202
C -2.411 -1.813 -3.670
H -1.031 -1.169 -2.093
H -2.747 -1.071 -1.658
H -2.755 -0.852 -4.060
H -1.573 -2.147 -4.287
H -3.228 -2.531 -3.794
N -3.738 -0.032 1.769
C -2.868 0.396 2.730
N -1.582 0.117 2.818
C -1.006 0.669 3.965
C 0.289 0.481 4.447
C 0.683 1.127 5.618
C -0.255 1.788 6.420
C -1.564 1.993 5.945
C -1.917 1.468 4.702
S -3.445 1.601 3.841
H -4.701 0.253 1.923
H -3.649 -0.993 1.455
H 0.938 -0.206 3.906
H 1.732 1.083 5.901
H 0.035 2.137 7.412
H -2.316 2.525 6.521
*
```

(4)
Here is a structure of composition C32H44BrN3P2SV at a distorted geometry from the OMol25 dataset. Energies are from ωB97M-V/def2-TZVPD.

Output
energy relative to the best compared isomer or geometry (same formula, charge and spin): 0.0 kJ/mol
⟨S²⟩: 3.80
highest occupied orbital energy (alpha / beta): -11.9 / -11.8 eV

```
! wB97M-V def2-TZVPD RIJCOSX def2/J DEFGRID3
* xyz 2 4
C 2.962 -4.360 0.775
C 1.956 -4.801 -0.138
C 1.927 -6.187 -0.385
C 2.757 -7.044 0.361
N 3.663 -6.617 1.231
C 3.784 -5.298 1.399
C 1.115 -3.837 -0.746
C 0.747 -2.555 -0.497
C 0.942 -1.199 -0.158
C 0.903 -0.653 1.144
C 0.804 0.727 1.294
C 0.686 1.577 0.177
C 0.892 1.056 -1.114
C 1.129 -0.311 -1.247
V 0.490 -2.901 -2.318
P -1.834 1.903 2.539
H 1.292 -6.642 -1.137
H 3.148 -3.302 0.956
H 2.695 -8.124 0.229
H 4.546 -4.964 2.096
H 1.520 -0.710 -2.203
H 0.968 -1.318 2.005
H 0.832 1.677 -2.012
H 0.766 1.211 2.267
C -2.616 3.509 2.096
C -4.141 3.571 2.026
H -2.172 3.765 1.119
H -2.220 4.241 2.819
H -4.437 4.616 1.873
H -4.533 2.991 1.181
H -4.616 3.229 2.956
C -3.085 0.623 2.076
C -2.709 -0.774 2.563
H -3.136 0.632 0.972
H -4.064 0.944 2.465
H -3.442 -1.498 2.189
H -1.722 -1.086 2.198
H -2.715 -0.848 3.658
C -1.851 1.884 4.381
C -3.192 2.091 5.075
H -1.136 2.674 4.667
H -1.398 0.922 4.675
H -3.035 1.968 6.154
H -3.586 3.102 4.912
H -3.942 1.351 4.765
Br 0.504 3.389 0.339
P -1.345 -1.825 -2.997
C -2.365 -0.882 -1.792
C -3.698 -0.306 -2.268
H -1.704 -0.069 -1.426
H -2.522 -1.553 -0.922
H -4.304 -0.052 -1.396
H -3.543 0.614 -2.833
H -4.259 -1.021 -2.870
C -0.507 -0.733 -4.214
C -1.394 -0.023 -5.245
H 0.245 -1.342 -4.759
H 0.034 0.030 -3.620
H -0.949 0.952 -5.474
H -1.416 -0.587 -6.183
H -2.418 0.139 -4.895
C -1.155 -3.600 -3.522
C -1.671 -4.620 -4.568
H -1.087 -4.057 -2.513
H -0.049 -3.560 -3.871
H -0.982 -5.480 -4.462
H -2.697 -4.976 -4.410
H -1.543 -4.279 -5.605
N 3.656 1.810 -2.311
C 3.889 2.524 -1.201
N 3.578 2.153 0.020
C 3.892 3.136 0.927
C 3.531 3.150 2.284
C 3.754 4.311 3.017
C 4.384 5.423 2.444
C 4.759 5.401 1.098
C 4.502 4.278 0.335
S 4.684 4.096 -1.398
H 3.846 2.215 -3.216
H 3.086 0.975 -2.240
H 3.074 2.249 2.705
H 3.431 4.343 4.053
H 4.570 6.309 3.049
H 5.244 6.235 0.606
*
```

(5)
Here is a structure of composition C32H44Cl12N4 at a distorted geometry from the OMol25 dataset. Energies are from ωB97M-V/def2-TZVPD.

Output
energy relative to the best compared isomer or geometry (same formula, charge and spin): 4223.0 kJ/mol
highest occupied orbital energy: -7.7 eV

```
! wB97M-V def2-TZVPD RIJCOSX def2/J DEFGRID3
* xyz 0 1
Cl -1.893 0.808 0.582
C -3.161 -0.314 0.054
C -3.907 -0.753 1.359
Cl -5.244 -1.788 0.751
H -2.697 -1.156 -0.462
H -3.885 0.217 -0.563
H -4.168 0.130 1.943
H -3.250 -1.340 2.000
Cl 0.275 5.296 5.589
C -0.362 3.701 5.013
C 0.459 3.190 3.892
Cl 2.129 2.842 4.385
H -1.365 4.050 4.766
H -0.416 2.938 5.789
H 0.436 3.906 3.071
H -0.011 2.280 3.519
Cl 1.560 3.349 1.328
C 3.142 2.777 1.824
C 3.001 1.479 2.561
Cl 2.604 0.202 1.438
H 3.450 3.483 2.596
H 3.766 2.694 0.934
H 2.267 1.434 3.366
H 3.975 1.290 3.010
Cl -0.172 0.935 3.030
C 0.164 -0.225 1.711
C 0.274 0.461 0.326
Cl 0.515 -0.723 -0.899
H -0.648 -0.948 1.794
H 1.134 -0.607 2.029
H 1.128 1.136 0.284
H -0.622 0.996 0.012
Cl -1.687 2.371 2.655
C -1.721 2.808 0.918
C -2.014 4.308 0.651
Cl -0.755 5.335 1.471
H -2.562 2.297 0.447
H -0.802 2.465 0.443
H -3.025 4.493 1.012
H -1.963 4.543 -0.412
Cl -2.655 0.218 -3.150
C -1.077 -0.627 -2.850
C 0.009 -0.252 -3.913
Cl -0.405 -0.927 -5.447
H -1.236 -1.703 -2.908
H -0.668 -0.396 -1.866
H 0.988 -0.625 -3.609
H 0.054 0.832 -4.021
N -2.568 -3.230 1.692
C -3.429 -3.719 0.745
C -3.262 -3.452 -0.623
C -2.012 -2.968 -0.982
C -1.023 -2.534 -0.037
C -1.418 -2.663 1.278
H -4.369 -4.119 1.095
H -3.924 -3.824 -1.391
H -1.817 -2.849 -2.038
H -0.087 -2.149 -0.414
H -0.782 -2.222 2.031
N 0.992 -3.394 0.578
C 1.698 -4.407 -0.001
C 3.059 -4.352 -0.156
C 3.763 -3.216 0.179
C 3.110 -2.120 0.795
C 1.736 -2.259 0.999
H 1.207 -5.332 -0.264
H 3.608 -5.198 -0.544
H 4.822 -3.162 -0.028
H 3.594 -1.163 0.925
H 1.142 -1.499 1.485
N 0.177 -2.516 -2.837
C 0.423 -3.002 -4.089
C 1.676 -3.294 -4.516
C 2.743 -3.055 -3.633
C 2.577 -2.543 -2.337
C 1.207 -2.329 -1.972
H -0.429 -3.044 -4.751
H 1.898 -3.659 -5.507
H 3.717 -3.366 -3.982
H 3.380 -2.395 -1.630
H 0.965 -1.990 -0.976
N 0.606 1.665 -1.651
C -0.624 1.975 -2.245
C -1.111 3.291 -2.211
C -0.562 4.219 -1.336
C 0.540 3.817 -0.545
C 1.117 2.556 -0.813
H -1.078 1.188 -2.830
H -1.998 3.570 -2.761
H -1.015 5.179 -1.137
H 0.817 4.492 0.252
H 1.976 2.192 -0.269
*
```

energy relative to the best compared isomer or geometry (same formula, charge and spin) of number 5 (C32H44Cl12N4)? 4223.0 kJ/mol

What is the energy relative to the best compared isomer or geometry (same formula, charge and spin) in the fourth record? 0.0 kJ/mol

Repeat the first record exactly.
Here is a structure of composition C32H44BF2N3ORuSi2 at a distorted geometry from the OMol25 dataset. Energies are from ωB97M-V/def2-TZVPD.

Output
energy relative to the best compared isomer or geometry (same formula, charge and spin): 64.3 kJ/mol
⟨S²⟩: 0.97
highest occupied orbital energy (alpha / beta): -3.5 / -3.0 eV

```
! wB97M-V def2-TZVPD RIJCOSX def2/J DEFGRID3
* xyz -1 2
Ru 0.232 0.981 -0.138
C -2.489 1.919 -1.595
Si -2.776 1.903 0.295
C -3.291 0.145 0.768
C -4.273 3.032 0.643
C -1.183 2.489 1.032
C -0.587 3.614 0.292
C -0.984 4.942 0.378
C -0.349 5.902 -0.399
C 0.650 5.481 -1.274
C 0.999 4.148 -1.301
N 0.424 3.229 -0.522
Si -0.386 2.245 2.684
C 1.498 2.401 2.416
C -0.865 3.568 3.970
C -0.697 0.551 3.463
H -3.313 1.473 -2.156
H -1.572 1.355 -1.819
H -2.337 2.942 -1.952
H -4.278 -0.088 0.359
H -3.334 0.005 1.849
H -2.578 -0.580 0.373
H -5.141 2.705 0.064
H -4.067 4.073 0.383
H -4.543 3.000 1.701
H -1.785 5.216 1.052
H -0.624 6.945 -0.324
H 1.147 6.194 -1.919
H 1.769 3.778 -1.968
H 1.753 3.402 2.058
H 1.819 1.683 1.651
H 2.070 2.203 3.326
H -0.714 4.577 3.578
H -0.258 3.463 4.874
H -1.915 3.474 4.254
H -0.125 -0.197 2.914
H -1.748 0.259 3.425
H -0.377 0.539 4.508
C 4.442 1.544 -1.251
N 4.024 0.810 -2.434
C 4.833 -0.357 -2.741
C 2.686 0.823 -2.749
O 1.829 1.257 -1.990
N 2.369 0.314 -3.992
C 3.158 0.695 -5.149
C 0.958 0.110 -4.259
H 5.333 2.133 -1.484
H 4.664 0.870 -0.421
H 3.639 2.209 -0.942
H 5.022 -0.930 -1.829
H 5.793 -0.061 -3.175
H 4.307 -0.997 -3.444
H 4.103 1.127 -4.833
H 2.623 1.439 -5.750
H 3.361 -0.172 -5.785
H 0.456 -0.151 -3.331
H 0.848 -0.710 -4.970
H 0.486 1.009 -4.671
F 2.732 -0.400 0.270
B 1.622 -0.833 -0.414
F 1.973 -1.477 -1.570
C 0.269 -1.081 0.294
C -0.340 -2.160 0.560
C -0.827 -3.375 0.915
C -0.213 -3.984 2.121
C 0.321 -5.279 2.083
C 0.906 -5.841 3.207
C 0.976 -5.127 4.395
C 0.505 -3.822 4.429
C -0.075 -3.256 3.306
C -1.797 -4.078 0.092
C -2.190 -3.557 -1.157
C -3.085 -4.228 -1.967
C -3.626 -5.447 -1.575
C -3.271 -5.966 -0.336
C -2.388 -5.293 0.489
H 0.280 -5.833 1.154
H 1.312 -6.845 3.154
H 1.396 -5.580 5.285
H 0.591 -3.240 5.340
H -0.450 -2.242 3.335
H -1.775 -2.608 -1.472
H -3.370 -3.793 -2.919
H -4.324 -5.973 -2.214
H -3.699 -6.906 -0.007
H -2.155 -5.704 1.461
*
```

Look up the energy relative to the best compared isomer or geometry (same formula, charge and spin) of the first one. 64.3 kJ/mol